The following is a DFT calculation (wB97M-V/def2-TZVPD) of a cluster of 2 separate species, H4S2 in total.

Computed properties:
frontier orbital gap	0.3861	Ha
relative energy (zero: lowest compared OMol25 entry of this formula, charge and spin)	0.063	eV
molecular weight	68.166	g mol⁻¹

Geometry (Å):
H1 -2.566 1.057 -0.838
H2 -4.046 0.744 0.350
S1 -2.807 1.273 0.454
H3 2.355 -1.119 -0.613
H4 3.853 -0.378 0.333
S2 3.210 -1.577 0.315